Computed, not measured: a cluster of 12 separate species, C33H73F14N13O29S14 in total, with the ωB97M-V functional and the def2-TZVPD basis.

- charge = -2
- gap between HOMO and LUMO (Eh) = 0.138

Element x y z (Å)
C -6.894 -6.238 7.089
C -5.673 -7.002 6.778
N -5.803 -8.399 7.154
C -6.390 -9.488 6.517
C -6.414 -10.537 7.397
N -5.725 -10.253 8.526
C -5.335 -8.944 8.366
C -5.449 -11.134 9.640
H -7.803 -6.683 6.683
H -6.890 -5.242 6.645
H -7.069 -6.209 8.164
H -4.831 -6.573 7.321
H -5.379 -6.961 5.730
H -6.750 -9.389 5.504
H -6.789 -11.546 7.313
H -4.738 -8.408 9.090
H -5.491 -12.174 9.316
H -6.334 -11.101 10.275
H -4.527 -10.918 10.179
C -0.894 8.829 5.923
C -1.128 8.183 4.560
O -1.983 7.309 4.411
N -0.361 8.675 3.415
H -0.504 9.672 3.490
H 0.638 8.540 3.473
C -0.953 8.349 2.102
H -1.608 8.565 6.704
H -1.110 9.890 5.801
H 0.105 8.623 6.308
H -0.348 8.805 1.318
H -1.979 8.715 2.151
H -0.854 7.291 1.859
C 10.740 3.167 -3.359
C 11.786 2.720 -2.327
C 13.093 3.582 -2.332
N 14.124 3.177 -1.199
C 14.196 1.663 -1.149
C 15.475 3.875 -1.505
C 15.620 4.957 -0.379
C 14.182 5.224 0.148
C 13.711 3.779 0.214
H 10.314 4.140 -3.115
H 9.928 2.478 -3.592
H 11.310 3.374 -4.265
H 12.023 1.707 -2.652
H 11.300 2.660 -1.353
H 13.079 4.671 -2.284
H 13.715 3.187 -3.135
H 15.080 1.461 -0.545
H 14.417 1.318 -2.159
H 13.243 1.359 -0.716
H 16.205 3.079 -1.355
H 15.573 4.150 -2.555
H 16.214 4.678 0.492
H 16.050 5.836 -0.859
H 14.132 5.649 1.150
H 13.506 5.681 -0.576
H 13.926 3.254 1.145
H 12.633 3.925 0.283
C -14.359 8.543 -2.770
C -13.745 7.275 -2.165
C -14.612 6.030 -2.130
N -13.966 4.843 -1.311
C -12.506 4.552 -1.769
C -15.076 3.694 -1.427
C -14.712 2.807 -0.302
C -14.036 3.673 0.760
C -13.977 5.048 0.208
H -15.208 8.923 -2.202
H -14.704 8.397 -3.793
H -13.531 9.237 -2.918
H -13.474 7.529 -1.140
H -12.794 7.016 -2.632
H -14.794 5.660 -3.139
H -15.598 6.198 -1.698
H -12.262 3.582 -1.336
H -11.775 5.358 -1.703
H -12.635 4.332 -2.829
H -15.158 3.332 -2.452
H -16.009 4.221 -1.228
H -14.120 1.940 -0.596
H -15.578 2.287 0.108
H -13.118 3.308 1.220
H -14.835 3.810 1.489
H -13.063 5.609 0.405
H -14.854 5.664 0.404
C -3.102 -0.063 0.410
C -1.944 -0.945 0.037
C -0.925 -0.185 -0.888
N 0.512 -0.750 -0.619
C 1.130 -0.325 0.786
C 1.579 -0.182 -1.656
C 2.714 -1.193 -1.711
C 2.047 -2.568 -1.281
C 0.577 -2.290 -0.884
H -2.847 0.982 0.586
H -3.672 -0.562 1.193
H -3.753 -0.100 -0.464
H -2.235 -1.879 -0.443
H -1.354 -1.258 0.899
H -0.795 0.894 -0.796
H -1.194 -0.494 -1.898
H 2.200 -0.533 0.772
H 0.700 -1.022 1.506
H 0.911 0.733 0.925
H 1.780 0.886 -1.580
H 1.063 -0.282 -2.612
H 3.612 -1.007 -1.122
H 3.038 -1.297 -2.746
H 2.521 -3.016 -0.407
H 2.289 -3.333 -2.019
H 0.229 -2.696 0.066
H -0.055 -2.456 -1.757
N 5.118 6.776 3.621
S 5.756 5.749 4.563
O 7.130 6.004 4.970
O 5.070 4.435 4.665
F 5.109 6.448 5.874
S 6.018 6.069 2.370
O 5.606 4.720 1.893
O 7.462 6.410 2.116
F 5.244 6.967 1.248
N 2.623 -8.136 3.268
S 1.353 -7.874 4.373
O 0.886 -6.552 4.565
O 1.295 -8.813 5.511
F 0.157 -8.460 3.382
S 3.724 -7.699 4.215
O 4.175 -8.691 5.173
O 3.783 -6.299 4.588
F 4.853 -7.783 3.110
N 11.776 -2.167 3.893
S 10.689 -1.235 4.779
O 9.835 -1.842 5.764
O 10.185 -0.063 4.001
F 11.880 -0.587 5.706
S 10.700 -3.057 3.395
O 9.672 -2.559 2.468
O 10.312 -4.123 4.329
F 11.590 -3.944 2.408
N 0.602 4.025 -7.369
S 0.808 5.617 -6.727
O 0.592 5.718 -5.278
O 0.596 6.765 -7.603
F 2.448 5.397 -6.674
S -0.823 4.307 -7.786
O -0.943 4.568 -9.192
O -1.811 4.905 -6.901
F -1.190 2.734 -7.709
N 10.177 -4.010 -10.676
S 10.237 -2.865 -11.960
O 10.694 -1.489 -11.763
O 9.252 -3.185 -13.019
F 11.531 -3.516 -12.757
S 10.271 -2.952 -9.640
O 9.111 -2.114 -9.263
O 11.569 -2.431 -9.361
F 10.101 -4.054 -8.456
N -11.608 -5.009 -2.289
S -10.419 -4.125 -2.369
O -10.397 -2.891 -3.126
O -9.179 -4.881 -2.325
F -10.575 -3.558 -0.863
S -11.436 -5.582 -3.881
O -10.610 -6.760 -4.114
O -11.649 -4.661 -4.962
F -12.928 -6.363 -3.955
N -2.513 -10.813 -2.779
S -2.905 -9.741 -3.617
O -3.263 -8.422 -3.017
O -3.465 -10.059 -4.887
F -1.463 -9.366 -4.088
S -4.147 -11.164 -2.381
O -5.123 -11.704 -3.301
O -4.657 -10.451 -1.206
F -3.721 -12.492 -1.528

Atomic partial charges in e from the Löwdin method, atoms 1 to 8: atom 1 (C): -0.076, atom 2 (C): -0.190, atom 3 (N): -0.023, atom 4 (C): 0.025, atom 5 (C): -0.030, atom 6 (N): -0.093, atom 7 (C): 0.052, atom 8 (C): 0.016

Computed, not measured: a cluster of 2 separate species, C5H14 in total, with the ωB97M-V functional and the def2-TZVPD basis.

- structure (SMILES) = CCC.CC
- charge = 0
- gap between HOMO and LUMO (Eh) = 0.444
- relative energy (zero: lowest compared OMol25 entry of this formula, charge and spin) (kcal per mole) = 39.59

Element x y z (Å)
C -1.089 -0.777 -1.069
C -1.280 -2.160 -0.372
C -1.871 0.511 -0.758
H -1.146 -0.947 -2.088
H -0.029 -0.574 -1.012
H -2.319 -2.140 -0.146
H -1.035 -2.954 -1.108
H -2.922 0.515 -1.058
H -1.153 1.396 -1.249
H -0.594 -2.269 0.490
H -1.957 0.662 0.292
C 1.305 0.800 1.313
C 2.552 1.414 0.721
H 0.933 1.008 2.349
H 0.536 1.052 0.523
H 1.355 -0.236 1.119
H 3.062 0.995 -0.145
H 3.344 1.151 1.460
H 2.308 2.553 0.737

Atomic partial charges in e from the natural (NBO) method, atoms 1 to 8: atom 1 (C): -0.403, atom 2 (C): -0.609, atom 3 (C): -0.605, atom 4 (H): 0.192, atom 5 (H): 0.188, atom 6 (H): 0.204, atom 7 (H): 0.209, atom 8 (H): 0.208

Computed, not measured: a structure of composition C6H7O6Yb, with the ωB97M-V functional and the def2-TZVPD basis.

- multiplicity = 2
- charge = 0
- gap between HOMO and LUMO (alpha / beta) (Eh) = 0.226 / 0.237
- relative energy (zero: lowest compared OMol25 entry of this formula, charge and spin) (kcal per mole) = 0.00
- ⟨S²⟩ = 0.75

Element x y z (Å)
O -1.340 -0.841 -0.195
O -0.951 0.024 1.903
C -0.186 -0.987 2.535
C 1.158 -0.869 1.829
O 0.789 -0.481 0.508
C -0.653 0.019 0.538
H -0.137 -0.771 3.607
H -0.644 -1.976 2.381
H 1.718 -1.811 1.799
H 1.780 -0.081 2.277
Yb 0.244 -1.664 -1.358
O 0.537 -1.223 -3.176
O -0.137 0.610 -2.268
C -0.252 1.626 -1.402
C -0.645 1.467 0.018
O -0.028 0.551 -4.486
C 0.218 -0.024 -3.451
H 0.153 2.506 -1.896
H 0.029 2.047 0.669
H -1.653 1.878 0.168

Atomic partial charges in e from the natural (NBO) method, atoms 1 to 8: atom 1 (O): -0.922, atom 2 (O): -0.524, atom 3 (C): -0.100, atom 4 (C): -0.091, atom 5 (O): -0.674, atom 6 (C): 0.773, atom 7 (H): 0.203, atom 8 (H): 0.175

Computed, not measured: a structure of composition N2O5S3, with the ωB97M-V functional and the def2-TZVPD basis.

- charge = 0
- gap between HOMO and LUMO (alpha / beta) (Eh) = 0.271 / 0.270
- relative energy (zero: lowest compared OMol25 entry of this formula, charge and spin) (kcal per mole) = 54.92

Element x y z (Å)
N -0.430 -1.612 -0.959
N -0.158 1.775 0.045
O 0.675 -1.898 -1.142
O -1.430 -1.419 -1.491
O -0.048 0.613 -0.356
O -0.604 2.733 -0.509
O 1.627 -0.518 2.756
S -0.622 -1.434 1.450
S 0.518 1.896 1.605
S 1.120 -0.266 1.424

Atomic partial charges in e from the natural (NBO) method, atoms 1 to 8: atom 1 (N): 0.652, atom 2 (N): 0.394, atom 3 (O): -0.220, atom 4 (O): -0.195, atom 5 (O): -0.475, atom 6 (O): -0.316, atom 7 (O): -0.924, atom 8 (S): -0.181